[1]
{
  "formula": "C5H14N2",
  "method": "ωB97M-V/def2-TZVPD",
  "relative_energy_kj_mol": 87.6,
  "smiles": "CN[C@@H](C)CCN",
  "lumo_ev": 1.14,
  "orbital_gap_ev": 9.5,
  "energy_ha": -308.38971,
  "elements": ["N", "N", "C", "C", "C", "C", "C", "H", "H", "H", "H", "H", "H", "H", "H", "H", "H", "H", "H", "H", "H"],
  "xyz": [[2.25230, 0.40462, -1.87865], [-0.53397, -0.49087, 1.59087], [0.70727, 0.95045, 0.06066], [-0.39305, -0.11090, 0.18357], [1.18118, 1.23029, -1.38346], [-1.70992, 0.33917, -0.44402], [-0.68341, -1.91606, 1.89882], [0.15294, -2.24757, 2.50940], [-2.17738, 1.10928, 0.18187], [-0.78850, -2.46873, 0.96535], [-0.08344, -0.99628, -0.38829], [-1.24344, 0.07720, 2.02220], [1.41459, 2.29522, -1.47353], [-1.50494, 0.81212, -1.40045], [1.56503, 0.63948, 0.65284], [0.37056, 1.09954, -2.08297], [-2.42258, -0.47730, -0.54956], [2.00662, -0.56975, -1.93411], [0.30277, 1.87358, 0.45602], [3.16697, 0.54758, -1.48757], [-1.57959, -2.10110, 2.50100]],
  "atomic_forces_ev_per_a": [[0.16, 0.07, -0.65], [0.11, -0.14, -0.19], [-0.26, -0.08, -0.81], [0.21, -0.28, 0.00], [-0.12, 0.15, 0.52], [0.13, 0.51, 0.38], [-0.48, 0.72, 0.18], [0.22, -0.35, -0.26], [0.04, -0.05, 0.00], [0.19, -0.34, 0.16], [0.20, -0.04, 0.24], [-0.14, -0.04, 0.11], [0.42, -0.16, -0.01], [-0.28, -0.14, -0.25], [-0.01, 0.08, 0.17], [-0.50, -0.08, -0.19], [0.05, -0.05, -0.11], [0.15, -0.08, 0.14], [-0.02, 0.34, 0.41], [-0.05, -0.04, 0.31], [-0.01, 0.01, -0.14]],
  "lowdin_charge": [-0.008, -0.098, -0.162, -0.439, -0.295, -0.056, -0.117, 0.064, 0.080, 0.072, 0.129, 0.094, 0.109, 0.061, 0.107, 0.086, 0.077, 0.060, 0.103, 0.061, 0.072]
}

***

[2]
{
  "formula": "CH3N2O2",
  "method": "ωB97M-V/def2-TZVPD",
  "relative_energy_kj_mol": 575.6,
  "lumo_ev": [4.19, 4.66],
  "orbital_gap_ev": [7.9, 8.4],
  "charge": -1,
  "energy_ha": -299.71100,
  "elements": ["O", "O", "N", "N", "C", "H", "H", "H"],
  "xyz": [[-0.64170, -0.75783, 1.42446], [-1.68907, -2.19288, 0.14820], [-0.93668, -1.17976, 0.29124], [-0.56041, -0.70516, -0.79679], [0.92352, 1.16130, -0.27879], [1.35491, 0.70664, 0.58512], [1.42609, 1.10990, -1.22033], [0.12333, 1.85778, -0.15311]],
  "atomic_forces_ev_per_a": [[0.26, 0.39, 0.72], [-0.48, -0.60, 0.33], [-0.54, -0.78, 0.00], [1.33, 1.69, -0.84], [-0.62, -0.78, -0.24], [0.11, -0.16, 0.28], [0.19, 0.00, -0.33], [-0.26, 0.23, 0.07]],
  "lowdin_charge": [-0.129, -0.160, -0.725, 0.110, 0.013, -0.036, -0.040, -0.033]
}